{
  "formula": "C36H61BrCl38N5O3PS2",
  "method": "wB97M-V/def2-TZVPD",
  "e_lumo_ev": -0.668,
  "charge": 0,
  "multiplicity": 1,
  "symbols": ["N", "C", "C", "P", "O", "Br", "C", "C", "C", "O", "C", "N", "S", "N", "C", "C", "C", "C", "C", "C", "C", "C", "C", "S", "C", "N", "N", "C", "O", "H", "H", "H", "H", "H", "H", "H", "H", "H", "H", "H", "H", "H", "H", "H", "H", "H", "H", "H", "H", "H", "H", "H", "C", "Cl", "Cl", "H", "H", "C", "Cl", "Cl", "H", "H", "C", "Cl", "Cl", "H", "H", "C", "Cl", "Cl", "H", "H", "C", "Cl", "Cl", "H", "H", "C", "Cl", "Cl", "H", "H", "C", "Cl", "Cl", "H", "H", "C", "Cl", "Cl", "H", "H", "C", "Cl", "Cl", "H", "H", "C", "Cl", "Cl", "H", "H", "C", "Cl", "Cl", "H", "H", "C", "Cl", "Cl", "H", "H", "C", "Cl", "Cl", "H", "H", "C", "Cl", "Cl", "H", "H", "C", "Cl", "Cl", "H", "H", "C", "Cl", "Cl", "H", "H", "C", "Cl", "Cl", "H", "H", "C", "Cl", "Cl", "H", "H", "C", "Cl", "Cl", "H", "H"],
  "coordinates": [[-1.285, -4.337, 1.256], [-0.845, -3.847, -0.022], [0.388, -3.089, -0.006], [1.229, -2.926, 1.647], [2.794, -2.437, 1.386], [0.366, -1.169, 2.836], [0.919, -2.592, -1.159], [2.225, -1.834, -1.248], [2.182, -0.401, -0.680], [3.517, -0.040, -0.299], [0.190, -2.829, -2.343], [0.583, -2.431, -3.559], [-0.519, -2.953, -4.574], [-1.563, -3.725, -3.592], [-1.021, -3.571, -2.376], [-1.554, -4.115, -1.170], [-2.796, -4.982, -1.171], [-4.172, -4.290, -1.464], [-4.203, -2.761, -1.351], [-4.453, -2.353, 0.119], [-4.987, -0.906, 0.200], [-3.824, 0.109, 0.106], [-3.704, 0.574, -1.355], [-1.912, 0.875, -1.717], [-1.642, 2.509, -1.105], [-1.754, 2.707, 0.166], [-1.512, 4.053, 0.328], [-1.277, 4.572, -0.804], [-1.338, 3.620, -1.786], [-2.278, -4.170, 1.366], [-1.126, -5.334, 1.348], [3.101, -2.016, 2.204], [2.466, -1.747, -2.315], [3.033, -2.433, -0.826], [1.553, -0.297, 0.211], [1.922, 0.320, -1.458], [3.741, -0.543, 0.491], [-2.868, -5.583, -0.264], [-2.645, -5.719, -1.973], [-4.897, -4.692, -0.748], [-4.519, -4.614, -2.451], [-3.348, -2.261, -1.814], [-5.094, -2.422, -1.903], [-3.551, -2.479, 0.719], [-5.252, -2.992, 0.516], [-5.754, -0.706, -0.560], [-5.498, -0.776, 1.163], [-2.890, -0.402, 0.367], [-3.920, 0.949, 0.793], [-4.115, -0.168, -2.038], [-4.260, 1.508, -1.473], [-1.044, 5.617, -0.936], [-0.710, -6.463, 5.158], [-1.829, -6.855, 3.838], [0.841, -5.871, 4.560], [-1.159, -5.696, 5.780], [-0.539, -7.362, 5.741], [1.573, -1.197, 6.390], [1.323, -2.805, 5.708], [2.986, -0.395, 5.684], [0.696, -0.592, 6.183], [1.722, -1.287, 7.460], [1.569, 5.548, 1.539], [2.614, 5.480, 2.963], [1.352, 7.212, 0.955], [2.018, 4.959, 0.747], [0.597, 5.141, 1.799], [-4.001, -2.349, -6.005], [-5.645, -1.889, -6.451], [-3.393, -3.654, -7.013], [-3.355, -1.483, -6.120], [-4.001, -2.680, -4.971], [-3.123, -0.142, 4.718], [-3.213, -1.612, 3.741], [-2.293, 1.160, 3.860], [-4.130, 0.182, 4.956], [-2.578, -0.363, 5.629], [0.255, 8.416, 4.385], [-1.308, 9.222, 4.572], [0.438, 7.074, 5.519], [0.328, 8.030, 3.375], [1.044, 9.137, 4.566], [-5.002, 1.881, -5.918], [-4.791, 0.891, -4.470], [-3.970, 1.325, -7.245], [-6.039, 1.823, -6.231], [-4.741, 2.906, -5.679], [5.939, -0.383, 7.610], [5.215, 0.318, 9.064], [6.767, -1.901, 7.960], [5.151, -0.571, 6.889], [6.657, 0.321, 7.203], [1.514, 3.662, -3.891], [1.009, 2.101, -3.234], [2.408, 3.462, -5.400], [0.629, 4.261, -4.075], [2.159, 4.158, -3.173], [-8.524, -0.158, -4.602], [-7.474, -0.210, -3.185], [-8.817, 1.504, -5.135], [-8.045, -0.704, -5.408], [-9.473, -0.618, -4.352], [6.318, 4.373, 3.675], [6.464, 3.390, 5.138], [7.309, 3.737, 2.357], [5.281, 4.378, 3.360], [6.645, 5.383, 3.901], [3.576, 6.339, 7.550], [3.709, 5.366, 9.018], [4.575, 5.682, 6.245], [2.543, 6.347, 7.227], [3.906, 7.348, 7.767], [-3.542, -7.018, 7.328], [-2.197, -7.055, 8.477], [-3.951, -5.364, 6.857], [-3.259, -7.572, 6.439], [-4.410, -7.473, 7.791], [0.030, 1.304, -7.951], [-0.371, -0.269, -7.260], [0.929, 1.136, -9.466], [-0.889, 1.846, -8.146], [0.643, 1.849, -7.240], [3.272, -1.908, -7.365], [2.264, -1.224, -6.091], [4.071, -3.399, -6.828], [2.647, -2.132, -8.223], [4.032, -1.184, -7.640], [3.571, -4.129, -10.259], [2.694, -2.643, -10.662], [4.330, -4.841, -11.687], [4.340, -3.895, -9.534], [2.871, -4.843, -9.841], [-3.915, 9.402, 1.902], [-4.348, 10.811, 0.926], [-3.273, 8.094, 0.898], [-3.159, 9.694, 2.623], [-4.801, 9.046, 2.416], [5.524, 0.171, -4.202], [3.923, 0.898, -4.042], [5.755, -1.159, -3.062], [5.633, -0.213, -5.211], [6.273, 0.931, -4.009], [10.813, -0.870, 6.736], [9.387, 0.037, 7.253], [10.869, -2.474, 7.475], [10.781, -0.983, 5.658], [11.700, -0.319, 7.028]],
  "mulliken_charge": [-0.394, 0.008, 0.587, 0.235, -0.527, -0.133, -0.346, -1.289, 0.851, -0.550, 0.447, -0.172, 0.132, -0.614, 0.936, 0.365, -1.738, -1.060, 0.565, -0.335, -1.143, -0.398, -0.414, 0.499, -0.361, -0.002, -0.510, -0.085, -0.117, 0.325, 0.195, 0.307, 0.368, 0.522, -0.018, -0.538, 0.337, 0.430, 0.388, 0.501, 0.300, -0.326, 0.408, -0.231, 0.460, 0.293, 0.347, 0.181, 0.499, -0.271, 0.674, 0.506, -0.171, -0.177, -0.143, 0.119, 0.351, -0.358, -0.034, -0.160, 0.163, 0.355, -0.277, -0.079, -0.196, 0.330, 0.235, 0.722, -0.177, -0.167, -0.034, -0.380, -0.532, -0.048, -0.085, 0.344, 0.319, 0.201, -0.192, -0.159, -0.151, 0.277, -0.453, 0.118, -0.136, 0.186, 0.334, 0.681, -0.173, -0.155, -0.285, -0.070, -0.591, 0.084, -0.151, 0.349, 0.316, -0.187, -0.030, -0.175, 0.009, 0.359, -0.073, -0.113, -0.172, 0.025, 0.329, -0.036, -0.155, -0.050, -0.036, 0.284, -0.235, -0.147, -0.120, 0.192, 0.323, 0.171, -0.057, -0.173, 0.224, -0.171, -0.184, -0.018, -0.213, 0.052, 0.361, -0.147, -0.144, -0.169, 0.169, 0.306, 0.044, -0.165, -0.107, -0.055, 0.290, -0.490, 0.006, -0.137, 0.225, 0.328, -0.305, -0.082, -0.152, 0.267, 0.287]
}

---

{
  "formula": "C36H62BF10KN7O3SbSeSi3",
  "method": "wB97M-V/def2-TZVPD",
  "relative_energy_kj_mol": 56.6,
  "e_lumo_ev": 3.509,
  "charge": -2,
  "multiplicity": 1,
  "symbols": ["K", "C", "C", "C", "C", "C", "N", "N", "B", "N", "N", "C", "C", "C", "C", "C", "N", "N", "C", "C", "C", "C", "C", "H", "H", "H", "H", "H", "H", "H", "H", "H", "H", "H", "H", "H", "H", "H", "H", "H", "H", "H", "H", "H", "H", "O", "H", "H", "O", "H", "H", "C", "N", "C", "C", "C", "O", "H", "H", "H", "H", "H", "H", "H", "H", "H", "F", "C", "C", "F", "C", "F", "C", "Se", "C", "F", "C", "F", "F", "C", "F", "C", "F", "F", "F", "C", "Si", "C", "C", "Sb", "Si", "C", "C", "C", "Si", "C", "C", "C", "H", "H", "H", "H", "H", "H", "H", "H", "H", "H", "H", "H", "H", "H", "H", "H", "H", "H", "H", "H", "H", "H", "H", "H", "H", "H", "H"],
  "coordinates": [[-0.445, -0.384, 0.275], [3.425, 3.319, -0.611], [3.584, 2.390, 0.553], [4.367, 2.538, 1.710], [4.122, 1.409, 2.459], [4.685, 1.124, 3.811], [3.239, 0.634, 1.783], [2.920, 1.252, 0.604], [2.530, -0.769, 1.957], [1.688, -0.951, 3.297], [0.342, -0.840, 3.025], [-0.312, -0.946, 4.164], [-1.807, -0.830, 4.193], [0.590, -1.135, 5.220], [1.841, -1.123, 4.641], [3.114, -1.276, 5.412], [3.434, -1.969, 1.429], [3.176, -2.213, 0.100], [4.034, -3.130, -0.300], [3.991, -3.652, -1.702], [4.881, -3.505, 0.755], [4.469, -2.753, 1.831], [5.037, -2.879, 3.207], [4.106, 4.166, -0.518], [3.638, 2.806, -1.551], [2.404, 3.704, -0.681], [5.010, 3.363, 1.979], [5.390, 1.914, 4.065], [3.909, 1.106, 4.577], [5.226, 0.179, 3.845], [1.670, -0.742, 1.144], [-2.255, -1.199, 3.268], [-2.223, -1.389, 5.033], [-2.118, 0.212, 4.295], [0.376, -1.255, 6.273], [3.131, -0.561, 6.237], [3.180, -2.277, 5.844], [3.996, -1.110, 4.816], [3.864, -2.834, -2.408], [4.911, -4.186, -1.945], [3.152, -4.338, -1.842], [5.675, -4.239, 0.750], [5.777, -3.678, 3.191], [5.543, -1.976, 3.549], [4.277, -3.148, 3.936], [-1.965, 0.482, -1.343], [-1.927, 1.451, -1.391], [-2.775, 0.271, -0.775], [0.996, 0.836, -1.412], [1.756, 0.864, -0.788], [0.716, 1.763, -1.495], [-2.186, -4.890, 2.134], [-2.129, -4.056, 0.953], [-3.411, -3.781, 0.316], [-1.001, -3.444, 0.504], [0.314, -3.767, 1.175], [-1.039, -2.646, -0.432], [-2.764, -4.395, 2.919], [-1.195, -5.101, 2.520], [-2.676, -5.839, 1.898], [-3.726, -4.642, -0.283], [-3.329, -2.906, -0.321], [-4.158, -3.570, 1.078], [0.489, -4.844, 1.223], [0.339, -3.354, 2.189], [1.108, -3.295, 0.600], [-1.327, 8.008, 2.836], [-1.188, 7.092, 1.858], [-1.073, 5.752, 2.162], [-1.101, 5.371, 3.451], [-0.926, 4.820, 1.151], [-0.816, 3.545, 1.537], [-0.880, 5.162, -0.204], [-0.645, 3.887, -1.582], [-1.007, 6.526, -0.460], [-0.983, 6.991, -1.719], [-1.155, 7.475, 0.536], [-1.265, 8.783, 0.227], [-5.216, -0.621, -0.223], [-4.103, -0.176, 0.531], [-4.013, -1.158, 1.566], [-4.656, 1.035, 1.269], [-5.895, 0.881, 1.805], [-4.739, 2.092, 0.441], [-3.846, 1.381, 2.291], [1.238, -1.895, -6.779], [1.380, -0.948, -5.163], [1.243, 0.870, -5.635], [3.161, -1.197, -4.626], [-0.177, -1.411, -3.163], [-2.245, -0.505, -4.398], [-2.202, 1.356, -4.548], [-2.393, -1.132, -6.175], [-3.836, -1.020, -3.553], [-0.681, -3.851, -3.820], [-0.433, -4.600, -5.528], [-2.476, -4.236, -3.394], [0.375, -4.949, -2.701], [1.895, -1.419, -7.516], [0.218, -1.895, -7.174], [1.547, -2.936, -6.662], [2.184, 1.213, -6.081], [1.031, 1.501, -4.765], [0.441, 1.030, -6.364], [3.833, -0.728, -5.354], [3.413, -2.261, -4.564], [3.345, -0.748, -3.643], [-1.379, 1.689, -5.185], [-2.095, 1.856, -3.584], [-3.142, 1.694, -5.001], [-1.705, -0.604, -6.844], [-3.416, -0.966, -6.535], [-2.178, -2.202, -6.247], [-3.728, -1.136, -2.471], [-4.205, -1.965, -3.965], [-4.593, -0.246, -3.722], [-0.866, -3.999, -6.332], [-0.920, -5.582, -5.531], [0.628, -4.741, -5.756], [-3.133, -4.046, -4.250], [-2.830, -3.617, -2.564], [-2.579, -5.290, -3.107], [1.355, -5.140, -3.153], [-0.120, -5.914, -2.539], [0.543, -4.475, -1.729]],
  "mulliken_charge": [-0.389, -1.146, 0.239, -1.439, 0.850, -1.232, 1.656, -0.275, -1.211, 1.226, 0.505, 0.404, -1.235, -1.428, 0.816, -1.471, 1.809, -0.564, 0.534, -0.808, -1.232, 0.782, -1.291, 0.374, 0.201, 0.029, 0.408, 0.386, 0.128, 0.155, -1.163, 0.093, 0.341, 0.212, 0.456, 0.377, 0.332, -0.076, -0.067, 0.365, 0.030, 0.428, 0.394, 0.195, 0.122, 0.764, -0.225, -0.143, 1.451, 0.306, -0.480, -1.195, 0.408, -0.737, 0.699, -1.422, 1.152, 0.313, 0.413, 0.341, 0.296, -0.212, 0.407, 0.572, 0.630, -0.559, -0.339, 0.667, -0.294, -0.317, 0.357, -0.005, -0.483, -0.345, 0.405, -0.327, 0.160, -0.325, -0.381, -0.101, -0.315, 0.562, -0.323, -0.263, -0.229, -1.219, 0.871, -1.081, -1.146, -1.809, 0.771, -0.882, -1.148, -0.755, 0.854, -1.342, -0.614, -0.792, 0.389, 0.227, 0.283, 0.452, 0.164, 0.275, 0.417, 0.236, 0.196, 0.202, 0.015, 0.390, 0.221, 0.400, 0.146, -0.165, 0.323, 0.437, 0.316, 0.382, 0.283, 0.342, -0.263, 0.466, 0.323, 0.420, -0.288]
}

---

Number 1: HOMO energy -0.2957 hartree, gap between HOMO and LUMO 7.4 eV, energy -23106.8125 Eh. Number 2: HOMO energy -0.0848 hartree, gap between HOMO and LUMO 5.8 eV, energy -7151.8708 Eh.